(1)
# C42H58Br3N8O15

C42H58Br3N8O15 as an isolated structure in a non-equilibrium geometry (ωB97M-V with the def2-TZVPD basis set, the OMol25 dataset).

Structure (XYZ):
```
126
Properties=species:S:1:pos:R:3
C 2.43988 -0.39381 -3.10143
C 1.63508 0.41233 -2.00991
N 0.79782 -0.16233 -0.97249
C 0.71410 -1.50629 -0.59636
C -0.20343 -1.64873 0.41169
N -0.72368 -0.41659 0.71416
C -0.07578 0.48551 -0.20009
C -1.71826 -0.34869 1.75426
H 1.93169 -1.00472 -3.84751
H 3.10934 -1.08018 -2.58296
H 2.98198 0.28298 -3.76187
H 1.20957 1.34341 -2.38422
H 2.41045 0.85752 -1.38646
H 1.28760 -2.21136 -1.17978
H -0.67335 -2.48221 0.91258
H -0.39601 1.50459 -0.35921
H -1.71525 -1.37266 2.12785
H -2.63444 -0.01552 1.26670
H -1.33519 0.30994 2.53373
O 1.85784 -4.37184 2.71578
C 0.70642 -5.09325 2.39553
C -0.70040 -4.68559 3.02536
O -1.87523 -5.38669 2.61749
H 0.85410 -6.17255 2.43295
H 0.49624 -5.01372 1.32895
H -0.87037 -3.64047 2.76664
H -0.66296 -4.74944 4.11284
C 3.97608 4.02335 1.06371
Br 2.52976 3.16431 0.05402
Br 3.70013 3.87312 3.06469
Br 4.02187 5.97008 0.79332
H 4.92803 3.57596 0.77782
C -5.75570 -1.31848 5.35989
C -5.35732 -2.63373 4.99268
C -4.05671 -2.98672 4.75361
C -3.10658 -1.92095 4.65226
C -3.39855 -0.58394 4.98075
C -4.74923 -0.33776 5.32685
O -5.16958 0.91311 5.56911
O -3.71630 -4.26894 4.42048
H -6.77913 -1.10076 5.62746
H -6.01415 -3.46900 4.79956
H -2.10397 -2.21418 4.37806
H -2.66671 0.20807 5.04010
H -4.53673 1.52150 5.18057
H -2.93410 -4.45461 3.89578
C 4.13628 5.08502 -2.61517
C 2.77140 5.42459 -2.81934
C 1.87969 4.57473 -3.47731
C 2.39200 3.39652 -4.05832
C 3.69313 3.06477 -3.89992
C 4.53971 3.84935 -3.13604
O 5.85318 3.64038 -3.18697
O 0.55804 4.88165 -3.63774
H 4.80645 5.79760 -2.15749
H 2.40557 6.35742 -2.41634
H 1.71156 2.79629 -4.64410
H 4.10426 2.19896 -4.39766
H 6.34414 4.09753 -2.50025
H 0.26715 5.68981 -3.20895
C 6.60693 1.07545 -0.71216
C 5.58522 0.15265 -0.94652
C 4.81031 -0.24876 0.13015
C 5.07319 0.29978 1.38069
C 6.09065 1.15304 1.64240
C 6.87636 1.63944 0.58928
O 7.82639 2.57845 0.87711
O 3.82278 -1.18680 0.04239
H 7.21113 1.34388 -1.56615
H 5.48114 -0.23434 -1.94943
H 4.36633 0.05151 2.15857
H 6.15473 1.49852 2.66363
H 7.58555 3.35798 0.37122
H 3.33285 -1.32469 0.85637
C -3.23546 -3.65578 -1.80340
C -4.10314 -2.62375 -2.17733
C -4.85345 -1.96012 -1.25077
C -4.60667 -2.16556 0.07819
C -3.47117 -2.98933 0.46074
C -2.81279 -3.78265 -0.50065
O -1.98925 -4.75272 -0.08010
O -5.49362 -0.84677 -1.66104
H -2.82072 -4.36941 -2.49990
H -4.17335 -2.22134 -3.17711
H -5.12725 -1.71411 0.90981
H -3.18285 -3.08253 1.49736
H -2.04020 -4.79553 0.87760
H -6.03459 -0.54547 -0.92744
C -0.27275 1.03467 -5.22778
C -0.14302 -0.30320 -5.56171
C -0.57834 -1.31237 -4.70890
C -1.37884 -0.93035 -3.63299
C -1.62324 0.45090 -3.36858
C -0.97400 1.40241 -4.12583
O -1.03905 2.68245 -3.56746
O -0.24261 -2.66833 -4.96022
H 0.21442 1.88219 -5.68688
H 0.28327 -0.54926 -6.52302
H -1.64676 -1.75018 -2.98297
H -2.09609 0.75470 -2.44633
H -0.21348 3.17234 -3.57371
H -0.14720 -2.70642 -5.91472
C -3.37823 2.62586 0.45175
O -2.24715 2.51347 0.88094
N -4.41614 2.92725 1.15471
N -3.76058 2.52230 -0.85375
H -5.30926 2.62436 0.79317
H -4.32829 3.08404 2.14859
H -3.08835 2.78292 -1.56106
H -4.72989 2.51264 -1.13738
C 3.03166 -4.65779 -0.99262
O 3.43335 -4.23940 -2.10286
N 3.12764 -3.97610 0.07209
N 2.52676 -5.75538 -0.77373
H 2.74401 -4.35338 0.92682
H 3.69366 -3.14296 -0.00276
H 2.34145 -6.16076 -1.68005
H 1.94243 -5.87866 0.04080
C -2.91600 3.61957 4.09603
O -3.57318 2.58732 4.07871
N -1.80629 3.80072 3.42822
N -3.41429 4.61611 4.78210
H -1.36783 4.69370 3.25379
H -1.47629 3.13056 2.74844
H -4.24718 4.58129 5.35235
H -2.92482 5.47708 4.58398
```

Properties
HOMO-LUMO gap (spin up / spin down), eV: 5.9 / 5.5
2S+1: 2
M, g/mol: 1154.68
Charge: 0
⟨S²⟩: 0.7596
Highest occupied orbital energy (spin up / spin down), eV: -7.00 / -6.98

---

(2)
# C42H58O11S7

A 9-piece molecular cluster, C42H58O11S7 overall in a non-equilibrium geometry (ωB97M-V with the def2-TZVPD basis set, the OMol25 dataset).

Structure (XYZ):
```
118
Properties=species:S:1:pos:R:3
C 3.76864 -4.12971 -0.68259
S 2.30929 -3.37291 -1.60739
O 1.81898 -2.33409 -0.68870
C 3.27958 -2.30966 -2.71818
H 3.33434 -4.29136 0.30400
H 4.46754 -3.29996 -0.57700
H 4.29381 -4.93803 -1.19142
H 3.91142 -1.66956 -2.10243
H 2.80067 -1.77193 -3.53646
H 3.92927 -2.96913 -3.29359
C -2.65890 -6.45516 -4.73176
S -1.61103 -5.52584 -5.89034
O -2.62693 -4.59178 -6.55674
C -0.83829 -4.47167 -4.52247
H -3.18504 -5.75316 -4.08487
H -2.06438 -7.01174 -4.00729
H -3.17616 -7.02384 -5.50451
H -0.34004 -3.64466 -5.02834
H -0.21831 -5.06770 -3.85280
H -1.58951 -3.93959 -3.93880
C -2.79721 6.15340 1.12184
S -3.56446 5.26398 -0.37439
O -3.35380 6.07406 -1.69175
C -2.49131 3.80907 -0.45186
H -1.74877 6.30789 0.86687
H -2.70519 5.48371 1.97692
H -3.29657 7.02931 1.53598
H -2.55250 3.16021 0.42183
H -1.49631 4.24394 -0.54660
H -2.60869 3.28995 -1.40308
C -1.21233 -1.54864 -1.78609
S -1.93776 0.09836 -1.37649
O -0.97585 0.51120 -0.23757
C -1.45215 0.80418 -2.97958
H -0.19469 -1.46428 -2.16739
H -1.92550 -2.10841 -2.39120
H -1.18142 -1.88572 -0.74998
H -0.37331 0.94164 -3.05241
H -2.01031 1.73391 -3.08987
H -1.75531 0.09595 -3.75069
C -2.94232 1.17236 2.52205
S -3.87780 2.54901 3.27349
O -5.31867 1.98385 3.42386
C -3.03290 2.55857 4.91137
H -2.75332 0.58053 3.41766
H -1.88947 1.43041 2.40803
H -3.26980 0.63994 1.62908
H -2.96628 1.59830 5.42278
H -3.45926 3.20141 5.68148
H -2.03342 2.99301 4.89176
C -0.98939 1.99491 -9.39335
S -2.11227 1.16636 -8.21032
O -1.66022 -0.29978 -8.07193
C -1.34232 2.03726 -6.76530
H -0.97255 1.48369 -10.35589
H 0.05278 1.88320 -9.09416
H -1.20383 3.04969 -9.56529
H -0.26711 2.11876 -6.92462
H -1.69656 1.62255 -5.82157
H -1.74660 3.04722 -6.83340
C -1.19305 -5.53275 -0.21264
S -2.49973 -4.94547 0.92130
O -3.81578 -5.09984 0.09146
C -2.54822 -3.06075 1.10196
H -1.55427 -5.07162 -1.13186
H -1.07403 -6.61607 -0.19345
H -0.15485 -5.21673 -0.11074
H -3.05758 -2.74294 0.19220
H -1.55328 -2.61563 1.10952
H -3.12714 -2.82540 1.99502
C 0.63107 3.31352 1.23010
C 1.47572 3.67823 2.28150
C 2.82393 3.59518 2.07576
C 3.27561 3.11877 0.86370
C 2.43704 2.65430 -0.15295
C 1.01137 2.80322 0.00576
C 2.91161 1.96686 -1.42226
O 2.12518 1.61143 -2.31724
C 4.40013 1.85621 -1.65522
C 4.95750 1.32314 -2.84808
C 6.28091 1.25622 -3.05742
C 7.16865 1.78203 -2.09952
C 6.63963 2.28700 -0.94975
C 5.24913 2.28914 -0.62239
C 4.79357 2.81575 0.72202
O 5.57170 2.97605 1.63385
H -0.42824 3.42756 1.40690
H 1.09843 4.02770 3.23119
H 3.48133 3.88380 2.88255
H 0.28082 2.55522 -0.75001
H 4.30725 0.97494 -3.63696
H 6.65220 0.85036 -3.98684
H 8.24005 1.65871 -2.15701
H 7.41626 2.50166 -0.23061
C 0.88143 -0.87585 2.00802
C 0.67875 -2.25870 2.32164
C 0.40598 -2.64334 3.60576
C -0.03193 -1.73833 4.53319
C 0.27278 -0.34797 4.18606
C 0.90159 0.04999 2.96784
C 0.00890 0.75792 5.14696
O 0.13604 1.91630 4.89109
C -0.34891 0.29759 6.57588
C -0.16040 1.17158 7.66466
C -0.63560 0.86094 8.93277
C -1.54785 -0.23168 9.07120
C -1.66531 -1.17923 8.03972
C -0.98857 -0.93452 6.83119
C -0.79053 -1.99811 5.86245
O -1.27184 -3.07800 6.16393
H 1.26241 -0.49141 1.07342
H 0.87949 -3.10648 1.68339
H 0.19930 -3.66116 3.90194
H 1.02293 1.06975 2.63353
H 0.46654 2.04733 7.58462
H -0.30636 1.43006 9.78957
H -1.84303 -0.67727 10.00968
H -2.23844 -2.09242 8.10304
```

Properties
HOMO-LUMO gap, eV: 7.4
Energy relative to the best compared isomer or geometry (same formula, charge and spin), kJ/mol: 48.7
M, g/mol: 963.38
Charge: 0
Highest occupied orbital energy, eV: -8.72